Record 1
Molecular formula: C3H8NO2
Method: DFT, the ωB97M-V functional and the def2-TZVPD basis

The geometry in XYZ format:
```
14
Properties=species:S:1:pos:R:3:forces:R:3:mulliken_charge:R:1
C -1.896 -0.245 -0.854 -3.1 -0.3 -0.2 -0.313
C -0.885 0.088 0.104 -0.1 0.8 1.3 0.380
C 0.111 1.020 0.690 -0.6 1.8 -0.5 -0.123
N -1.550 -0.964 0.424 1.6 0.5 -0.6 -0.212
O 2.429 -1.104 -0.318 -1.9 1.8 0.1 -0.601
O 0.607 1.938 -0.311 -1.1 -1.0 0.9 -0.485
H -2.980 0.072 -0.854 1.5 0.3 0.4 0.245
H -1.691 -0.681 -1.796 1.0 -0.4 -0.8 0.255
H 0.981 0.489 1.073 -0.4 -0.3 0.7 0.280
H -0.598 1.578 1.507 1.7 -1.3 -1.5 0.298
H -1.174 -1.848 0.754 -0.4 -0.2 0.2 0.317
H 2.321 -1.886 -0.830 0.8 -1.0 -0.2 0.306
H 3.174 -1.042 0.254 1.0 -0.8 0.2 0.315
H 1.150 2.584 0.156 0.1 0.1 -0.1 0.337
```
Positions in Å, forces in eV/Å.

## Properties
* net charge: +1
* relative energy (zero: lowest compared OMol25 entry of this formula, charge and spin): 4.422 eV
* calculated total energy: -8815.5306 eV
* Kohn-Sham gap: 9.81 eV
* strongest force on any atom: 3.149 eV/Å

Record 2
Molecular formula: C11H14BrO6PSSn
Method: DFT, the ωB97M-V functional and the def2-TZVPD basis

The geometry in XYZ format:
```
35
Properties=species:S:1:pos:R:3:forces:R:3:mulliken_charge:R:1
C 2.447 -2.280 0.730 0.1 -0.9 1.2 -0.778
P 0.990 -2.119 -0.527 2.0 0.6 -3.2 0.257
O 1.081 -3.540 -1.557 0.6 1.8 0.9 -0.479
C -0.710 -2.157 0.341 0.2 -3.2 3.0 0.393
O -0.383 -2.909 1.594 0.1 -0.1 -1.7 -0.544
O -1.821 -2.938 -0.223 -0.3 2.3 1.8 -0.393
S -3.080 -2.849 0.973 -6.4 -6.4 1.0 1.148
O -3.178 -4.037 1.996 2.4 5.4 -3.4 -0.477
O -4.497 -2.936 0.298 6.1 2.5 1.4 -0.519
O -2.606 -1.302 1.611 0.9 -1.3 -1.6 -0.273
C -1.362 -0.782 0.953 -2.9 -0.4 0.5 0.071
Br -0.442 0.041 2.578 -0.8 -0.3 -1.7 0.065
C -1.989 0.355 -0.049 1.4 -1.2 -2.1 0.256
C -1.049 0.747 -1.333 0.0 2.1 -0.7 -0.569
C 0.141 1.860 -0.974 2.5 2.4 1.1 0.601
C 1.441 1.561 -0.019 0.3 3.4 -1.1 0.411
C 2.609 2.703 0.287 -2.7 0.7 -2.0 -0.389
C 2.568 4.232 -0.375 -4.2 -3.8 -1.0 -0.369
C 1.245 4.533 -1.344 1.2 -2.8 2.0 -0.400
C 0.070 3.388 -1.645 2.9 0.2 2.1 -0.520
H 3.398 -2.578 0.095 -2.1 0.5 1.2 0.333
H 2.227 -3.072 1.571 0.7 1.5 -1.7 0.287
H 2.691 -1.266 1.279 -0.7 -1.9 -1.3 0.241
H 1.753 -3.395 -2.312 -1.6 0.0 1.8 0.377
H -0.038 -3.819 1.286 -0.9 1.8 0.7 0.422
H -3.062 0.119 -0.458 2.0 -0.1 1.1 0.640
H -2.102 1.348 0.601 1.4 -2.4 -1.6 -0.575
H -1.761 1.314 -2.106 1.5 -1.2 1.7 0.362
H -0.629 -0.183 -1.934 -0.8 1.7 1.7 0.285
H 1.601 0.513 0.498 -0.5 2.5 -1.4 -0.337
H 3.515 2.424 1.008 -2.3 0.6 -1.8 0.321
H 3.402 5.021 -0.136 -1.9 -1.7 -0.6 0.349
H 1.211 5.628 -1.805 -0.2 -2.8 0.9 0.329
H -0.786 3.734 -2.379 1.9 -1.0 1.6 0.296
Sn -2.897 2.641 1.475 0.0 1.3 1.1 1.178
```
Positions in Å, forces in eV/Å.

## Properties
* net charge: +2
* relative energy (zero: lowest compared OMol25 entry of this formula, charge and spin): 10.853 eV
* calculated total energy: -119881.2408 eV
* Kohn-Sham gap: 3.23 eV
* strongest force on any atom: 9.152 eV/Å

Record 3
Molecular formula: C5H11O2
Method: DFT, the ωB97M-V functional and the def2-TZVPD basis

The geometry in XYZ format:
```
18
Properties=species:S:1:pos:R:3:forces:R:3:mulliken_charge:R:1
C 2.395 0.863 -0.757 -0.4 -0.9 -2.0 -0.965
C 1.933 1.903 0.215 2.9 0.6 2.4 0.568
O 2.859 2.232 1.057 -0.8 -0.2 -0.6 -0.778
O 0.809 2.373 0.160 -1.6 0.5 -0.4 -0.639
H 2.205 -0.179 -0.461 0.0 0.3 0.4 0.183
H 3.463 0.951 -1.000 -0.2 0.1 0.2 0.311
H 1.795 0.983 -1.682 0.4 -0.1 0.2 0.273
C -1.760 -1.316 -0.040 0.7 1.4 -0.8 -2.603
C -1.168 -0.089 -0.823 1.6 -0.2 2.1 -0.658
C -1.433 -1.180 1.431 1.2 0.3 0.4 -2.815
H -2.828 -1.439 -0.242 -0.1 0.1 0.3 0.939
H -1.291 -2.206 -0.516 -0.3 0.1 0.6 0.719
H -1.765 0.073 -1.688 -0.3 0.5 -1.0 0.920
H -0.122 -0.427 -1.091 -1.1 0.7 -0.1 -0.121
H -1.871 -0.396 2.039 -0.5 1.0 -0.8 0.426
H -1.888 -2.000 1.929 0.3 -1.6 0.8 2.087
H -1.008 0.867 -0.175 -0.5 -1.7 -1.3 0.128
H -0.322 -1.010 1.646 -1.3 -0.8 -0.5 0.026
```
Positions in Å, forces in eV/Å.

## Properties
* net charge: -2
* relative energy (zero: lowest compared OMol25 entry of this formula, charge and spin): 0.978 eV
* calculated total energy: -9455.0991 eV
* Kohn-Sham gap (spin up / spin down): 2.70 / 7.90 eV
* 2S+1: 2
* ⟨S²⟩: 0.751
* strongest force on any atom: 3.828 eV/Å

Record 4
Molecular formula: C4H5NO
Method: DFT, the ωB97M-V functional and the def2-TZVPD basis

The geometry in XYZ format:
```
11
Properties=species:S:1:pos:R:3:forces:R:3:mulliken_charge:R:1
C -0.637 0.142 -0.941 -0.5 1.5 1.2 -1.016
C 0.383 -0.434 0.036 -7.0 -2.8 -2.1 0.715
O -0.198 -1.623 0.422 0.5 -3.0 2.6 -0.550
C 1.606 -0.387 -0.090 1.1 2.7 -1.0 0.555
C 2.867 -0.233 0.123 5.0 2.1 0.0 -0.796
N 2.461 0.852 -0.428 0.7 -2.1 0.5 -0.427
H -1.452 0.567 -0.330 0.0 -0.2 -0.2 0.296
H -1.102 -0.707 -1.502 0.8 1.0 0.1 0.263
H -0.244 1.032 -1.485 -0.2 -1.1 -0.1 0.333
H 0.413 -2.273 0.946 -1.4 2.2 -1.5 0.300
H 3.766 -0.658 0.464 1.1 -0.3 0.4 0.326
```
Positions in Å, forces in eV/Å.

## Properties
* relative energy (zero: lowest compared OMol25 entry of this formula, charge and spin): 4.834 eV
* calculated total energy: -7761.6920 eV
* Kohn-Sham gap: 8.91 eV
* strongest force on any atom: 7.858 eV/Å

Record 5
Molecular formula: C18H34NO4PZr
Method: DFT, the ωB97M-V functional and the def2-TZVPD basis

The geometry in XYZ format:
```
59
Properties=species:S:1:pos:R:3:forces:R:3:mulliken_charge:R:1
Zr 0.980 0.536 -0.482 -3.7 1.0 0.0 0.996
C 1.297 -0.045 1.614 1.3 0.0 8.8 0.414
O 1.363 -0.176 2.785 -0.4 0.6 -6.9 -0.071
C -0.968 -0.157 0.606 -4.1 1.0 9.4 0.602
O -1.791 -0.159 1.501 4.5 -0.4 -5.2 -0.171
C -1.106 -0.244 -0.891 -4.6 -0.6 -8.5 -0.049
O -2.129 -0.387 -1.530 5.0 0.6 3.9 -0.157
C 1.063 -3.116 1.739 0.2 0.6 1.0 0.719
P 0.724 -2.231 0.147 -0.3 -2.3 -0.6 0.334
H 2.341 -3.195 -1.212 0.0 -0.1 -0.2 0.685
H 1.872 -2.542 2.202 0.0 -0.1 0.0 0.649
C -0.256 -3.443 -0.829 -1.2 0.1 -0.3 0.251
H 0.352 -4.338 -0.677 0.3 0.0 0.1 0.717
C 1.557 -4.547 1.480 0.0 -0.4 -0.7 -1.561
H 2.318 -4.595 0.680 -0.2 -0.2 0.4 0.498
H 0.720 -5.215 1.214 0.4 0.3 0.1 0.425
H 2.005 -4.940 2.412 -0.1 0.3 -0.3 0.415
C -0.138 -3.076 2.676 -0.5 -0.2 0.5 -1.410
H -0.908 -3.798 2.387 0.2 0.2 0.1 0.329
C 2.274 -1.192 -1.963 0.1 -0.1 0.2 -1.383
H -0.610 -2.089 2.751 0.1 -0.2 0.1 0.369
H 0.184 -3.374 3.685 0.0 0.2 -0.3 0.429
C 3.539 -2.017 0.153 0.3 0.2 -0.4 -1.331
H 2.394 -0.129 -1.632 1.0 -1.3 -0.9 -0.394
H 3.158 -1.340 -2.602 -0.3 0.3 0.0 0.642
H 1.372 -1.217 -2.590 0.1 -0.3 0.0 0.447
C 2.324 -2.189 -0.785 0.1 0.6 0.3 0.124
H 4.381 -1.656 -0.456 0.0 -0.2 0.3 0.435
H 3.842 -2.979 0.604 -0.2 0.5 -0.1 0.408
H 3.382 -1.286 0.969 0.1 -0.2 -0.3 0.319
C -0.320 -3.139 -2.315 0.0 0.0 -0.2 -1.476
H -0.908 -2.233 -2.514 0.2 -0.3 -0.2 0.234
H -0.862 -3.976 -2.775 0.2 0.2 -0.1 0.503
H 0.671 -3.080 -2.775 -0.3 -0.1 -0.2 0.396
C -1.674 -3.740 -0.307 -0.3 0.0 0.1 -1.185
H -2.338 -2.858 -0.394 0.2 -0.4 0.1 0.291
H -1.704 -4.127 0.725 -0.1 0.2 -0.7 0.166
H -2.094 -4.517 -0.976 0.1 0.4 0.4 0.496
H 3.106 1.143 -1.440 -0.4 1.1 0.5 0.684
H 2.544 1.618 -1.166 1.4 0.7 -0.4 -0.174
O 0.210 2.435 -0.441 2.3 -4.6 0.1 -0.708
C -0.573 3.450 -0.455 -1.3 4.0 -0.1 0.431
C -2.050 3.351 -0.725 0.7 -0.5 -0.1 -0.456
C -2.884 3.857 0.446 -0.6 0.3 0.7 -0.619
C -3.021 5.388 0.475 -0.1 -0.5 0.1 -0.750
C -1.709 6.117 0.724 -0.3 0.4 0.0 -0.622
C -0.666 5.925 -0.373 -0.5 0.9 0.0 -0.685
N -0.006 4.622 -0.270 0.4 -2.0 -0.5 -0.048
H -2.223 3.977 -1.607 -0.2 -0.2 -0.1 0.573
H -2.304 2.309 -0.960 0.1 0.3 -0.1 0.035
H -3.897 3.416 0.366 0.6 0.1 0.1 0.399
H -2.420 3.509 1.387 -0.4 0.0 -0.2 0.323
H -3.450 5.690 -0.490 0.0 0.1 0.2 0.326
H -3.748 5.655 1.255 0.2 0.0 -0.3 0.376
H -1.930 7.185 0.756 0.1 0.1 0.0 0.382
H -1.283 5.878 1.706 0.0 -0.1 -0.1 0.335
H -1.135 6.006 -1.382 0.4 0.0 0.6 0.331
H 0.115 6.690 -0.276 -0.1 -0.3 -0.2 0.417
H 1.016 4.585 -0.161 -0.5 0.4 0.1 0.345
```
Positions in Å, forces in eV/Å.

## Properties
* net charge: +4
* calculated total energy: -39416.7054 eV
* Kohn-Sham gap (spin up / spin down): 4.33 / 4.34 eV
* strongest force on any atom: 10.277 eV/Å

Record 6
Molecular formula: C4H3NO2
Method: DFT, the ωB97M-V functional and the def2-TZVPD basis

The geometry in XYZ format:
```
10
Properties=species:S:1:pos:R:3:forces:R:3:mulliken_charge:R:1
O -1.024 2.638 0.692 0.6 -0.5 -0.4 -0.343
C -0.371 1.795 0.232 -0.2 1.1 0.1 0.682
C 0.555 0.972 -0.323 -0.3 0.3 0.1 -0.027
N 0.093 0.174 -1.433 0.0 -0.3 0.1 -0.511
C -0.040 -0.987 -0.915 -0.1 0.1 -0.2 0.002
C 0.221 -0.921 0.572 -0.2 -0.1 0.1 -0.407
O 1.146 0.149 0.637 0.0 0.1 0.1 -0.331
H -0.435 -1.836 -1.465 0.2 0.1 0.0 0.393
H -0.724 -0.472 0.977 0.1 -0.8 0.2 0.205
H 0.557 -1.800 1.120 0.0 0.1 -0.2 0.337
```
Positions in Å, forces in eV/Å.

## Properties
* relative energy (zero: lowest compared OMol25 entry of this formula, charge and spin): 3.369 eV
* calculated total energy: -9778.3180 eV
* Kohn-Sham gap: 9.26 eV
* strongest force on any atom: 1.123 eV/Å

Record 7
Molecular formula: C21H25N5O3
Method: DFT, the ωB97M-V functional and the def2-TZVPD basis

The geometry in XYZ format:
```
54
Properties=species:S:1:pos:R:3:forces:R:3:mulliken_charge:R:1
C -4.392 -2.169 0.738 0.2 0.0 -0.1 -1.247
C -2.899 -2.275 0.453 -0.1 0.1 0.0 -1.042
C -2.216 -0.918 0.594 -0.1 -0.1 -0.1 0.455
C -2.697 0.019 -0.527 -0.1 0.0 0.3 -0.091
O -2.395 -0.243 -1.678 0.2 -0.2 -0.2 -0.730
N -3.464 1.083 -0.220 -0.3 0.3 -0.1 0.281
C -3.850 1.592 1.076 -0.3 0.1 0.2 -0.404
C -5.359 1.875 1.069 0.2 -0.1 0.2 -0.681
O -5.724 2.761 0.040 -0.1 0.2 0.0 -0.378
C -5.346 2.252 -1.220 0.3 0.0 -0.2 -0.588
C -3.840 1.999 -1.283 -0.3 0.0 -0.3 -0.766
N -0.769 -1.020 0.429 0.1 0.7 0.2 0.867
N -0.282 -2.204 0.057 0.4 -1.0 -0.3 -1.049
C 0.972 -2.369 -0.196 -0.3 -0.1 0.0 0.436
C 1.410 -3.738 -0.603 -0.1 0.1 0.0 -1.588
C 1.873 -1.267 -0.071 0.0 0.9 0.3 1.177
C 3.235 -1.039 -0.239 -0.4 -0.2 -0.1 0.347
C 4.306 -1.939 -0.737 0.1 -0.1 0.0 -1.929
N 3.427 0.270 0.075 -0.6 -0.7 0.0 0.849
C 4.623 1.009 0.067 0.7 0.5 0.0 0.290
C 4.585 2.314 -0.411 -0.1 -0.1 0.0 -0.348
C 5.740 3.074 -0.422 0.0 0.0 0.0 -0.634
C 6.930 2.538 0.044 0.1 0.0 0.0 -0.378
C 6.959 1.247 0.541 0.1 0.0 0.0 -0.716
C 5.808 0.479 0.562 -0.2 0.0 0.0 -0.223
N 2.302 0.900 0.409 -0.6 0.7 0.4 -1.159
C 1.345 -0.009 0.339 1.1 -0.6 -0.4 0.018
C -0.071 0.163 0.594 -0.2 0.1 0.2 0.397
O -0.653 1.182 0.929 0.1 0.1 0.0 -0.705
H -4.868 -1.494 0.032 -0.2 0.1 0.0 0.235
H -4.570 -1.800 1.747 -0.1 0.0 0.1 0.282
H -4.860 -3.146 0.645 -0.1 0.0 0.0 0.468
H -2.432 -2.979 1.142 0.0 0.0 -0.1 0.449
H -2.735 -2.634 -0.563 0.1 -0.1 0.1 0.353
H -2.388 -0.499 1.588 0.0 -0.1 -0.2 0.731
H -3.627 0.888 1.871 0.0 0.0 0.0 0.342
H -3.299 2.521 1.266 0.0 -0.1 0.1 0.299
H -5.660 2.351 2.003 0.0 -0.1 0.0 0.336
H -5.904 0.924 0.954 0.1 0.1 0.0 0.323
H -5.642 3.003 -1.954 0.0 -0.1 0.0 0.355
H -5.886 1.314 -1.421 0.1 0.1 0.0 0.317
H -3.557 1.551 -2.235 0.0 0.1 0.1 0.454
H -3.302 2.944 -1.146 0.0 0.0 0.0 0.333
H 1.746 -3.733 -1.639 0.1 -0.1 -0.1 0.277
H 2.230 -4.081 0.026 0.1 -0.1 0.0 0.357
H 0.570 -4.421 -0.512 0.0 -0.1 0.0 0.374
H 5.110 -1.364 -1.191 0.0 -0.1 0.0 0.499
H 3.895 -2.617 -1.481 0.0 0.0 0.0 0.426
H 4.722 -2.542 0.071 0.1 0.0 0.0 0.296
H 3.646 2.713 -0.758 -0.1 0.0 0.0 0.480
H 5.711 4.086 -0.795 0.0 0.1 0.0 0.368
H 7.832 3.131 0.030 0.1 0.1 0.0 0.388
H 7.880 0.834 0.924 0.1 0.0 0.0 0.370
H 5.828 -0.513 0.986 0.0 -0.1 0.0 0.429
```
Positions in Å, forces in eV/Å.

## Properties
* relative energy (zero: lowest compared OMol25 entry of this formula, charge and spin): 2.414 eV
* calculated total energy: -35775.7104 eV
* Kohn-Sham gap: 8.65 eV
* strongest force on any atom: 1.266 eV/Å

Record 8
Molecular formula: C7H9N3O2
Method: DFT, the ωB97M-V functional and the def2-TZVPD basis

The geometry in XYZ format:
```
21
Properties=species:S:1:pos:R:3:forces:R:3:mulliken_charge:R:1
H 0.363 2.099 -0.681 0.3 0.1 -0.2 0.268
N 0.804 1.211 -0.434 1.7 2.4 -2.1 -0.346
C 1.802 0.977 -1.178 -0.6 0.7 0.1 -0.282
C 2.587 -0.228 -1.035 0.6 -0.9 0.2 -0.439
C 3.281 -1.211 -0.945 -0.6 0.8 -0.1 0.502
N 2.255 1.783 -2.223 0.8 -0.2 -0.5 -0.112
N 1.736 3.073 -2.293 -0.1 0.4 -0.4 -0.587
H 3.882 -2.083 -0.847 0.0 0.0 0.0 0.416
H 3.234 1.660 -2.490 -0.5 0.0 0.2 0.261
H 2.385 3.760 -1.927 0.0 0.0 0.1 0.196
H 1.530 3.310 -3.262 0.0 -0.1 0.3 0.236
O -4.485 -3.216 2.109 0.5 0.3 -0.2 -0.473
C -3.516 -2.591 1.735 -0.1 -0.3 -0.2 -0.087
C -3.042 -1.388 2.452 0.1 0.2 0.2 -0.278
C -1.984 -0.634 2.121 -0.5 0.0 0.1 0.058
C -1.088 -0.862 0.966 -0.1 0.1 0.0 -0.198
O -0.150 -0.134 0.745 -1.2 -3.0 2.5 -0.429
H -2.943 -2.913 0.825 -0.3 0.1 0.5 0.287
H -3.639 -1.129 3.326 0.1 -0.1 -0.1 0.328
H -1.725 0.239 2.726 0.0 -0.2 -0.2 0.348
H -1.287 -1.722 0.311 -0.1 -0.1 0.0 0.331
```
Positions in Å, forces in eV/Å.

## Properties
* relative energy (zero: lowest compared OMol25 entry of this formula, charge and spin): 6.721 eV
* calculated total energy: -15964.1968 eV
* Kohn-Sham gap: 8.05 eV
* strongest force on any atom: 4.108 eV/Å